248
Properties=species:S:1:pos:R:3 method="wB97M-V/def2-TZVPD" smiles="CCOP(=O)(OCC)OCC.CCOP(=O)(OCC)OCC.CCOP(=O)(OCC)OCC.CCOP(=O)(OCC)OCC.CCOP(=O)(OCC)OCC.CCOP(=O)(OCC)OCC.CCOP(=O)(OCC)OCC.CCOP(=O)(OCC)OCC.CCOP(=O)(OCC)OCC.C[N+](=O)[O-].C[N+](=O)[O-]" energy_ev=-228854.4772 gap_ev=10.264 e_homo_ha=-0.371 de_lowest_kj_mol=0.0
C 1.506 -3.456 1.847
C 1.318 -2.764 3.196
O 1.403 -3.720 4.294
P 2.615 -4.838 4.398
O 3.771 -4.599 3.528
O 1.880 -6.266 4.108
C 0.649 -6.609 4.808
C 0.145 -7.922 4.304
O 3.036 -4.842 5.960
C 3.887 -5.891 6.397
C 4.507 -5.488 7.757
H 0.958 -2.931 1.065
H 2.507 -3.487 1.416
H 1.130 -4.476 1.924
H 2.012 -1.927 3.280
H 0.315 -2.377 3.373
H 0.857 -6.596 5.878
H -0.129 -5.847 4.756
H 0.719 -8.732 4.753
H -0.887 -8.059 4.628
H 0.162 -8.136 3.236
H 3.301 -6.798 6.545
H 4.687 -6.178 5.715
H 3.718 -5.194 8.449
H 5.009 -6.336 8.222
H 5.136 -4.598 7.731
C 11.490 0.048 3.669
C 10.265 0.816 3.324
O 9.470 0.091 2.408
P 8.127 -0.691 2.866
O 8.405 -1.881 3.668
O 7.171 0.342 3.633
C 6.921 1.586 3.016
C 5.481 1.623 2.392
O 7.327 -0.971 1.493
C 6.923 -2.371 1.260
C 5.401 -2.351 1.161
H 12.021 0.492 4.511
H 11.278 -0.956 4.036
H 12.121 -0.075 2.789
H 9.680 1.093 4.201
H 10.718 1.672 2.824
H 6.982 2.333 3.806
H 7.669 1.839 2.265
H 4.706 1.112 2.964
H 5.033 2.601 2.215
H 5.478 1.067 1.455
H 7.535 -2.758 0.446
H 7.184 -3.046 2.075
H 5.184 -1.889 0.198
H 5.134 -3.408 1.161
H 4.876 -1.833 1.964
C -3.316 0.526 7.340
C -3.115 -0.119 5.942
O -2.977 0.892 5.020
P -2.429 0.557 3.534
O -2.354 1.731 2.596
O -1.014 -0.145 3.877
C 0.054 0.635 4.454
C 0.888 1.387 3.393
O -3.407 -0.597 3.038
C -4.123 -0.602 1.862
C -4.683 -2.010 1.716
H -4.222 1.130 7.284
H -3.568 -0.221 8.093
H -2.482 1.119 7.715
H -2.210 -0.726 5.982
H -3.957 -0.723 5.605
H -0.383 1.407 5.087
H 0.700 0.019 5.081
H 0.323 2.006 2.697
H 1.647 2.045 3.818
H 1.443 0.657 2.803
H -4.821 0.229 1.960
H -3.442 -0.446 1.026
H -5.124 -2.435 2.618
H -5.352 -1.941 0.858
H -3.916 -2.713 1.393
C 4.972 -0.259 -6.083
C 3.733 -0.530 -5.223
O 3.854 0.247 -4.013
P 2.844 -0.174 -2.747
O 1.403 0.189 -2.853
O 3.072 -1.810 -2.704
C 2.681 -2.629 -1.629
C 1.455 -3.490 -1.861
O 3.637 0.409 -1.406
C 3.686 1.774 -1.030
C 2.844 1.819 0.289
H 5.809 -0.790 -5.629
H 4.731 -0.611 -7.086
H 5.142 0.787 -6.338
H 2.796 -0.260 -5.709
H 3.745 -1.615 -5.125
H 3.466 -3.368 -1.466
H 2.622 -2.101 -0.677
H 1.187 -4.101 -0.999
H 0.647 -2.837 -2.194
H 1.703 -3.996 -2.794
H 4.680 2.131 -0.763
H 3.271 2.408 -1.813
H 1.789 1.784 0.020
H 3.009 0.893 0.841
H 3.100 2.627 0.974
C -3.912 4.406 -10.669
C -4.797 3.747 -9.661
O -3.916 3.014 -8.812
P -3.973 3.086 -7.201
O -5.369 2.908 -6.714
O -3.200 4.469 -6.809
C -1.830 4.659 -7.223
C -1.410 6.076 -7.000
O -2.929 1.942 -6.672
C -2.752 1.675 -5.256
C -1.298 1.362 -4.950
H -3.503 3.694 -11.386
H -4.320 5.130 -11.374
H -3.059 4.939 -10.248
H -5.327 4.509 -9.089
H -5.559 3.140 -10.150
H -1.143 3.983 -6.714
H -1.841 4.442 -8.291
H -1.940 6.728 -7.693
H -1.781 6.346 -6.011
H -0.356 6.319 -7.138
H -3.197 2.525 -4.738
H -3.330 0.765 -5.097
H -0.647 2.221 -5.108
H -1.151 0.983 -3.939
H -0.882 0.545 -5.539
C 5.753 6.829 1.356
C 5.049 5.437 1.353
O 4.529 5.191 0.033
P 3.036 5.736 -0.414
O 1.963 5.487 0.582
O 3.349 7.272 -0.804
C 4.003 7.477 -2.007
C 4.832 8.770 -1.880
O 2.739 5.052 -1.861
C 1.441 5.186 -2.416
C 1.585 5.098 -3.946
H 5.046 7.657 1.298
H 6.372 7.000 2.236
H 6.465 7.010 0.551
H 5.794 4.676 1.584
H 4.316 5.315 2.151
H 4.690 6.641 -2.145
H 3.199 7.443 -2.742
H 4.206 9.659 -1.796
H 5.418 8.733 -0.962
H 5.502 8.969 -2.717
H 0.698 4.482 -2.041
H 0.996 6.173 -2.289
H 0.751 5.441 -4.557
H 2.480 5.625 -4.279
H 1.690 4.063 -4.273
C -5.755 -8.133 5.107
C -4.534 -7.279 4.786
O -4.744 -5.936 5.195
P -5.309 -4.844 4.126
O -6.632 -5.282 3.582
O -5.460 -3.423 4.964
C -6.419 -3.212 5.998
C -5.734 -3.702 7.304
O -4.065 -4.544 3.191
C -2.856 -4.145 3.829
C -1.788 -4.662 2.858
H -5.889 -7.987 6.179
H -6.648 -7.643 4.720
H -5.751 -9.196 4.864
H -3.646 -7.681 5.274
H -4.226 -7.273 3.740
H -6.714 -2.166 6.086
H -7.362 -3.734 5.835
H -5.381 -4.731 7.372
H -4.881 -3.058 7.519
H -6.439 -3.480 8.106
H -2.915 -3.075 4.032
H -2.743 -4.649 4.789
H -0.851 -4.273 3.255
H -1.745 -5.749 2.930
H -2.065 -4.421 1.831
C -0.557 5.922 2.916
C -1.556 5.344 1.868
O -2.588 6.224 1.528
P -3.501 6.188 0.182
O -4.705 7.048 0.138
O -2.435 6.599 -0.968
C -2.685 6.448 -2.363
C -2.971 5.011 -2.898
O -3.712 4.622 -0.007
C -4.880 3.996 0.487
C -4.711 2.571 0.010
H -0.468 6.973 2.640
H -0.887 5.821 3.950
H 0.417 5.449 2.794
H -1.153 5.202 0.866
H -1.832 4.327 2.146
H -3.523 7.086 -2.646
H -1.857 7.046 -2.743
H -3.796 4.544 -2.359
H -3.212 5.046 -3.961
H -2.098 4.363 -2.823
H -4.807 4.038 1.573
H -5.733 4.560 0.111
H -5.634 2.027 0.209
H -4.555 2.537 -1.068
H -3.836 2.157 0.510
C -1.328 -5.049 -2.405
C -2.399 -4.195 -1.696
O -3.413 -4.046 -2.622
P -3.866 -2.606 -3.279
O -2.808 -1.608 -3.566
O -5.080 -2.062 -2.292
C -5.819 -0.928 -2.719
C -6.961 -0.779 -1.715
O -4.698 -3.141 -4.565
C -4.002 -3.500 -5.756
C -3.251 -4.823 -5.720
H -1.816 -5.913 -2.856
H -0.797 -4.594 -3.241
H -0.600 -5.403 -1.674
H -2.847 -4.779 -0.892
H -2.100 -3.263 -1.217
H -5.150 -0.074 -2.821
H -6.272 -1.107 -3.694
H -7.578 0.025 -2.115
H -7.540 -1.697 -1.618
H -6.646 -0.457 -0.723
H -4.756 -3.626 -6.533
H -3.470 -2.633 -6.149
H -2.475 -4.896 -4.958
H -3.972 -5.631 -5.596
H -2.886 -4.897 -6.744
C -0.894 0.712 -0.585
N -0.432 -0.523 0.052
O 0.631 -0.402 0.609
O -1.227 -1.458 0.022
H -0.173 1.514 -0.743
H -1.734 1.027 0.034
H -1.265 0.351 -1.544
C 0.511 -2.452 -5.616
N 1.356 -3.722 -5.519
O 0.774 -4.778 -5.281
O 2.544 -3.619 -5.751
H 1.085 -1.680 -6.129
H 0.341 -2.153 -4.581
H -0.473 -2.622 -6.053

***

233
Properties=species:S:1:pos:R:3 method="wB97M-V/def2-TZVPD" total_charge=-1 energy_ev=-137722.0676 gap_ev=7.727 e_homo_ha=-0.209
P 0.180 -0.069 -0.115
F -0.327 -0.948 1.138
F -0.277 -1.308 -1.087
F -1.326 0.520 -0.336
F 0.698 0.826 -1.355
F 0.513 1.175 0.854
F 1.647 -0.717 -0.009
C 0.983 -4.474 -0.018
O 0.048 -5.454 -0.421
C -1.226 -4.951 -0.725
C -1.981 -6.044 -1.448
N -1.532 -6.227 -2.830
C -2.533 -6.954 -3.625
C -2.119 -7.191 -5.058
O -1.163 -8.188 -5.132
C -0.676 -8.418 -6.393
H 1.107 -3.673 -0.756
H 1.922 -5.006 0.115
H 0.658 -4.000 0.910
H -1.159 -4.071 -1.371
H -1.791 -4.725 0.192
H -3.025 -5.703 -1.475
H -1.984 -6.979 -0.861
H -0.683 -6.784 -2.898
H -3.421 -6.312 -3.677
H -2.836 -7.918 -3.175
H -1.801 -6.254 -5.530
H -3.069 -7.445 -5.568
H -1.492 -8.607 -7.096
H 0.005 -9.257 -6.265
H -0.055 -7.613 -6.812
C 0.171 -2.851 -7.662
O -0.156 -2.405 -6.400
C 0.510 -3.181 -5.414
C 0.287 -2.635 -4.020
N 0.462 -1.190 -3.900
C 1.833 -0.754 -4.069
C 2.892 -1.503 -3.282
O 3.149 -2.737 -3.869
C 4.114 -3.525 -3.215
H -0.552 -2.425 -8.364
H 0.080 -3.943 -7.767
H 1.172 -2.536 -7.982
H 1.585 -3.310 -5.631
H 0.116 -4.220 -5.438
H 0.887 -3.188 -3.286
H -0.758 -2.869 -3.797
H 0.307 -1.041 -2.887
H 1.919 0.316 -3.871
H 2.111 -0.821 -5.128
H 2.587 -1.572 -2.223
H 3.803 -0.870 -3.221
H 4.960 -2.858 -2.981
H 4.404 -4.330 -3.879
H 3.728 -3.929 -2.268
C -2.655 -1.592 6.294
O -2.184 -1.115 5.068
C -2.758 0.105 4.670
C -2.056 0.593 3.426
N -2.447 1.970 3.035
C -3.863 2.228 3.133
C -4.139 3.693 2.834
O -3.536 4.178 1.650
C -3.578 5.558 1.638
H -2.633 -0.788 7.042
H -2.004 -2.397 6.633
H -3.668 -2.016 6.219
H -2.605 0.867 5.462
H -3.844 0.013 4.507
H -2.354 -0.107 2.632
H -0.975 0.574 3.545
H -2.175 1.976 2.051
H -4.160 2.074 4.170
H -4.500 1.658 2.444
H -3.689 4.269 3.678
H -5.201 3.989 2.928
H -2.848 6.015 2.326
H -4.574 5.882 1.964
H -3.308 5.953 0.664
C -0.646 4.658 -0.417
O 0.401 5.088 -1.270
C 1.163 3.982 -1.700
C 2.146 4.405 -2.741
N 1.460 4.966 -3.882
C 2.366 5.559 -4.832
C 1.793 5.630 -6.207
O 0.703 6.550 -6.155
C -0.003 6.612 -7.344
H -1.138 5.582 -0.103
H -0.265 4.171 0.490
H -1.378 4.012 -0.916
H 0.468 3.277 -2.179
H 1.614 3.500 -0.826
H 2.748 3.553 -3.057
H 2.796 5.164 -2.263
H 0.761 5.635 -3.592
H 3.300 4.987 -4.858
H 2.687 6.569 -4.514
H 1.405 4.646 -6.495
H 2.479 6.009 -6.978
H -0.964 7.062 -7.101
H -0.175 5.651 -7.840
H 0.523 7.274 -8.048
C 10.737 5.592 -0.788
O 9.575 5.186 -0.114
C 9.835 4.538 1.128
C 8.526 4.324 1.833
N 7.661 3.452 1.083
C 6.262 3.588 1.542
C 5.413 2.437 1.134
O 5.015 2.572 -0.210
C 4.253 1.478 -0.627
H 11.269 4.700 -1.137
H 11.413 6.181 -0.155
H 10.398 6.225 -1.601
H 10.494 5.136 1.778
H 10.303 3.549 0.963
H 8.106 5.336 2.010
H 8.696 3.948 2.848
H 7.714 3.792 0.124
H 5.821 4.513 1.137
H 6.319 3.668 2.630
H 4.518 2.299 1.767
H 5.960 1.491 1.312
H 4.888 0.660 -0.988
H 3.720 1.826 -1.516
H 3.514 1.141 0.102
C -4.645 4.515 8.101
O -3.513 4.995 7.418
C -2.925 3.959 6.679
C -1.805 4.508 5.833
N -1.018 3.436 5.253
C 0.195 3.971 4.668
C 1.019 2.838 4.061
O 2.306 3.318 3.672
C 2.287 3.857 2.360
H -4.358 3.717 8.807
H -5.405 4.122 7.422
H -4.979 5.328 8.744
H -3.665 3.504 5.995
H -2.534 3.145 7.305
H -1.198 5.088 6.536
H -2.233 5.159 5.053
H -1.612 2.959 4.551
H 0.792 4.428 5.458
H -0.061 4.737 3.912
H 0.465 2.336 3.264
H 1.165 2.175 4.915
H 1.374 4.401 2.096
H 2.243 2.995 1.666
H 3.197 4.415 2.171
C -6.614 -2.986 5.481
O -6.553 -3.157 4.066
C -5.390 -3.835 3.618
C -5.575 -4.247 2.175
N -5.739 -3.159 1.190
C -4.480 -2.448 1.031
C -4.580 -1.252 0.119
O -5.254 -0.190 0.749
C -5.433 0.858 -0.147
H -5.832 -2.267 5.766
H -6.375 -3.939 5.992
H -7.637 -2.747 5.749
H -5.223 -4.724 4.245
H -4.566 -3.114 3.743
H -6.480 -4.858 2.092
H -4.685 -4.821 1.896
H -6.354 -2.483 1.653
H -3.696 -3.110 0.670
H -4.134 -2.038 1.991
H -4.963 -1.544 -0.868
H -3.520 -0.984 -0.055
H -5.846 1.743 0.337
H -6.120 0.578 -0.962
H -4.500 1.161 -0.645
C -3.897 -1.490 -3.436
O -2.940 -0.585 -3.847
C -3.176 0.677 -3.314
C -1.973 1.583 -3.523
N -1.595 1.658 -4.953
C -0.373 2.546 -5.122
C 0.329 2.241 -6.435
O 0.766 0.912 -6.425
C 1.393 0.628 -7.618
H -4.901 -1.171 -3.786
H -3.966 -1.568 -2.340
H -3.707 -2.466 -3.858
H -3.279 0.536 -2.222
H -4.116 1.169 -3.632
H -1.179 1.259 -2.866
H -2.299 2.581 -3.148
H -2.292 2.316 -5.310
H 0.342 2.488 -4.302
H -0.743 3.588 -5.161
H 1.258 2.837 -6.497
H -0.275 2.569 -7.295
H 1.737 -0.403 -7.648
H 2.225 1.308 -7.845
H 0.645 0.687 -8.428
C 0.394 -3.677 3.732
C -0.865 -4.232 3.073
C -1.843 -5.011 3.944
O -1.164 -5.976 4.710
C -2.028 -6.652 5.573
N -1.631 -3.131 2.472
H 1.142 -3.468 2.966
H 0.911 -4.451 4.323
H 0.216 -2.823 4.384
H -0.541 -4.954 2.313
H -2.597 -5.465 3.280
H -2.388 -4.298 4.595
H -1.413 -7.233 6.258
H -2.740 -7.270 5.021
H -2.549 -5.918 6.208
H -1.012 -2.648 1.834
H -1.905 -2.469 3.192
C 3.628 -1.294 4.647
C 3.750 -0.714 3.237
C 3.722 -1.801 2.193
O 4.614 -2.842 2.516
C 4.690 -3.764 1.479
N 2.626 0.218 2.948
H 2.744 -1.917 4.790
H 3.647 -0.500 5.401
H 4.510 -1.900 4.885
H 4.694 -0.148 3.211
H 3.888 -1.439 1.162
H 2.711 -2.239 2.103
H 3.705 -4.126 1.157
H 5.213 -4.649 1.844
H 5.245 -3.322 0.644
H 2.987 1.162 3.047
H 2.320 0.098 1.983